## P
Below is a cluster of 2 separate species, C4H12N2O in total, with properties calculated with the ωB97M-V functional and the def2-TZVPD basis.

Last column: Löwdin charge in e.
Element x y z (Å)
C  0.983  1.465  -2.387  -0.067
C  1.218  1.938  -0.939  -0.142
C  1.002  0.886  0.095  -0.235
C  -0.072  -0.026  0.018  -0.032
N  -0.476  -0.735  1.128  0.120
N  1.640  1.005  1.259  0.233
H  0.685  0.432  -2.570  0.074
H  0.179  1.999  -2.885  0.085
H  1.885  1.645  -2.953  0.081
H  2.136  2.441  -0.843  0.108
H  0.423  2.654  -0.693  0.149
H  -0.620  -0.076  -0.915  0.134
H  -0.049  -1.663  1.204  0.141
H  -1.415  -0.950  0.952  0.086
H  1.631  0.197  1.868  0.133
H  2.566  1.361  1.210  0.131
H  -4.029  -4.869  2.487  0.043
H  -4.010  -3.733  1.549  0.022
O  -3.678  -3.971  2.416  -0.065

Computed properties:
E_LUMO (alpha / beta): -3.31 / -6.57 eV
Charge: +1
Orbital gap (alpha / beta): 10.60 / 7.40 eV
HOMO level (alpha / beta): -13.908 / -13.975 eV
2S+1: 2
M: 104.2 g mol⁻¹

---

## Q
Below is the ion C4H12N2O with charge +1, with properties calculated with the ωB97M-V functional and the def2-TZVPD basis.

Last column: Löwdin charge in e.
Element x y z (Å)
C  0.136  -0.955  -0.228  -0.171
C  -1.360  -1.290  -0.339  -0.136
C  -2.264  -0.384  0.504  -0.227
O  -1.616  0.010  1.726  -0.061
N  0.466  0.369  -0.683  0.161
C  1.872  0.830  -0.822  -0.209
N  2.133  1.493  0.392  0.102
H  0.619  -1.660  -0.909  0.139
H  0.541  -1.136  0.770  0.156
H  -1.637  -1.248  -1.395  0.124
H  -1.437  -2.346  -0.074  0.127
H  -2.565  0.470  -0.094  0.119
H  -3.154  -0.927  0.814  0.126
H  -1.332  0.923  1.580  0.081
H  -0.009  1.070  -0.098  0.142
H  1.980  1.490  -1.681  0.150
H  2.493  -0.052  -0.960  0.144
H  2.609  2.384  0.342  0.117
H  2.526  0.960  1.155  0.116

Computed properties:
E_LUMO (alpha / beta): -2.99 / -7.73 eV
Charge: +1
Orbital gap (alpha / beta): 11.46 / 6.72 eV
HOMO level (alpha / beta): -14.454 / -14.449 eV
2S+1: 2
M: 104.2 g mol⁻¹

---

## R
Below is the ion C4H12N2O with charge +1, with properties calculated with the ωB97M-V functional and the def2-TZVPD basis.

Last column: Löwdin charge in e.
Element x y z (Å)
C  0.701  -0.493  0.594  -0.093
C  1.024  0.505  -0.539  -0.389
C  2.524  0.742  -0.433  -0.034
O  0.788  -0.128  -1.797  0.002
N  -0.679  -0.473  1.064  0.182
C  -1.773  -0.333  0.110  -0.235
N  -3.049  -0.255  0.815  0.037
H  0.953  -1.523  0.317  0.165
H  1.319  -0.221  1.452  0.137
H  0.498  1.448  -0.388  0.154
H  3.105  -0.181  -0.538  0.104
H  2.767  1.238  0.510  0.095
H  2.983  1.306  -1.250  0.103
H  0.010  0.303  -2.172  0.103
H  -0.890  0.123  1.867  0.178
H  -1.651  0.628  -0.406  0.149
H  -1.711  -1.118  -0.651  0.150
H  -3.719  -0.466  0.076  0.096
H  -3.198  -1.102  1.369  0.095

Computed properties:
E_LUMO (alpha / beta): -3.03 / -8.08 eV
Charge: +1
Orbital gap (alpha / beta): 11.96 / 6.76 eV
HOMO level (alpha / beta): -14.989 / -14.836 eV
2S+1: 2
M: 104.2 g mol⁻¹

---

Of them, the most stable is P and the least stable is R.

---

## P
Below is the ion C2H7NS with charge +1, with properties calculated with the ωB97M-V functional and the def2-TZVPD basis.

Last column: Löwdin charge in e.
Element x y z (Å)
C  1.663  0.234  -0.047  -0.307
S  0.103  0.219  -0.941  1.132
H  1.617  -0.406  0.821  0.051
H  1.775  1.286  0.265  0.080
H  2.422  -0.044  -0.769  0.055
C  -1.178  0.177  0.443  -0.463
N  -1.005  -0.845  1.373  0.029
H  -2.115  0.171  -0.125  0.097
H  -1.076  1.156  0.896  0.107
H  -0.693  -0.525  2.278  0.108
H  -0.725  -1.788  1.159  0.110

Computed properties:
E_LUMO (alpha / beta): -3.34 / -8.38 eV
Charge: +1
Orbital gap (alpha / beta): 11.62 / 6.29 eV
HOMO level (alpha / beta): -14.966 / -14.674 eV
2S+1: 2
M: 77.2 g mol⁻¹

---

## Q
Below is the ion C2H7NS with charge +1, with properties calculated with the ωB97M-V functional and the def2-TZVPD basis.

Last column: Löwdin charge in e.
Element x y z (Å)
C  -0.532  -1.042  1.247  -0.270
S  -1.314  -0.812  -0.428  1.158
H  -0.622  -0.172  1.901  0.074
H  -0.939  -1.965  1.670  0.058
H  0.525  -1.216  1.053  0.060
C  0.082  0.253  -1.092  -0.471
N  0.724  1.166  -0.183  -0.016
H  0.702  -0.598  -1.405  0.105
H  -0.294  0.803  -1.950  0.094
H  1.522  1.575  -0.673  0.109
H  0.145  2.007  -0.140  0.099

Computed properties:
E_LUMO (alpha / beta): -3.97 / -8.54 eV
Charge: +1
Orbital gap (alpha / beta): 11.30 / 6.71 eV
HOMO level (alpha / beta): -15.275 / -15.250 eV
2S+1: 2
M: 77.2 g mol⁻¹

---

Of them, the most stable is P and the least stable is Q.

---

## P
Below is a cluster of 5 separate species, C17H48N6O5 in total, with properties calculated with the ωB97M-V functional and the def2-TZVPD basis.

Last column: Löwdin charge in e.
Element x y z (Å)
C  21.151  8.438  11.171  -0.064
C  19.865  8.662  11.992  -0.437
C  20.039  8.914  13.554  -0.240
O  18.815  8.996  14.217  -0.226
C  18.978  9.213  15.715  -0.012
N  19.206  9.791  11.415  0.017
H  21.611  9.371  10.848  0.073
H  21.038  7.813  10.285  0.073
H  21.777  7.972  11.933  0.062
H  19.214  7.828  11.733  0.132
H  20.574  9.852  13.705  0.121
H  20.661  8.094  13.912  0.113
H  19.809  9.853  16.012  0.084
H  19.040  8.153  15.960  0.087
H  17.982  9.649  15.796  0.087
H  19.492  10.521  12.053  0.065
H  18.249  9.620  11.689  0.065
C  17.337  -1.187  16.470  -0.077
C  17.173  -2.353  15.542  -0.458
C  18.027  -2.250  14.305  -0.129
O  17.599  -0.930  13.718  -0.216
C  18.392  -0.600  12.578  -0.132
N  17.552  -3.456  16.400  0.018
H  16.998  -1.397  17.484  0.078
H  16.763  -0.338  16.101  0.077
H  18.365  -0.828  16.529  0.087
H  16.122  -2.431  15.261  0.140
H  18.008  -3.019  13.532  0.120
H  19.086  -2.016  14.415  0.116
H  19.454  -0.599  12.826  0.071
H  18.162  0.414  12.252  0.088
H  18.470  -1.344  11.785  0.080
H  16.845  -3.601  17.107  0.070
H  17.422  -4.338  15.926  0.067
C  11.590  5.571  11.976  -0.051
C  12.493  6.529  12.772  -0.457
C  11.705  7.650  13.288  -0.184
O  11.373  8.597  12.216  -0.203
C  12.452  9.228  11.525  -0.117
N  13.294  5.877  13.847  0.033
H  11.012  6.013  11.164  0.079
H  10.867  5.051  12.604  0.080
H  12.146  4.862  11.363  0.072
H  13.295  6.839  12.102  0.118
H  12.137  8.352  14.001  0.122
H  10.868  7.189  13.812  0.130
H  12.769  8.643  10.661  0.086
H  13.185  9.647  12.214  0.086
H  12.127  10.211  11.184  0.080
H  13.725  5.014  13.548  0.062
H  14.058  6.469  14.138  0.063
C  19.529  16.420  8.381  -0.076
C  19.237  16.703  9.927  -0.368
C  20.526  17.264  10.864  -0.087
O  20.479  16.907  12.299  -0.204
C  19.430  17.322  13.062  -0.171
N  18.223  17.745  9.889  0.002
H  19.782  17.371  7.912  0.065
H  18.604  16.216  7.842  0.066
H  20.366  15.728  8.288  0.068
H  18.884  15.739  10.294  0.121
H  20.657  18.321  10.633  0.106
H  21.428  16.716  10.590  0.107
H  18.395  17.298  12.719  0.086
H  19.751  18.310  13.390  0.082
H  19.536  16.832  14.030  0.084
H  18.697  18.609  9.669  0.066
H  17.688  17.363  9.123  0.052
C  15.915  9.174  5.025  -0.806
O  15.341  9.342  3.973  0.041
N  16.597  10.079  5.651  0.160
N  15.943  8.035  5.676  0.147
H  16.636  11.036  5.330  0.122
H  17.139  9.788  6.453  0.109
H  15.636  7.290  5.067  0.115
H  16.172  7.836  6.639  0.110

Computed properties:
E_LUMO: 0.19 eV
Charge: 0
Orbital gap: 9.41 eV
HOMO level: -9.222 eV
SMILES: COC[C@H](C)N.COC[C@H](C)N.COC[C@H](C)N.COC[C@H](C)N.NC(N)=O
M: 416.6 g mol⁻¹

---

## Q
Below is a cluster of 5 separate species, C17H48N6O5 in total, with properties calculated with the ωB97M-V functional and the def2-TZVPD basis.

Last column: Löwdin charge in e.
Element x y z (Å)
C  0.391  -4.575  -0.315  -0.058
C  -0.834  -4.408  -1.175  -0.441
C  -2.097  -4.168  -0.366  -0.185
O  -3.169  -4.478  -1.285  -0.222
C  -4.445  -4.141  -0.743  -0.095
N  -0.656  -3.282  -2.098  0.037
H  0.267  -5.341  0.452  0.084
H  0.446  -3.736  0.391  0.064
H  1.307  -4.567  -0.901  0.075
H  -1.034  -5.375  -1.648  0.140
H  -2.266  -3.169  0.037  0.115
H  -2.142  -4.986  0.359  0.132
H  -4.418  -3.049  -0.714  0.089
H  -4.543  -4.618  0.236  0.086
H  -5.267  -4.508  -1.353  0.085
H  -0.042  -3.484  -2.881  0.086
H  -1.537  -3.138  -2.590  0.086
C  2.996  1.633  1.022  -0.033
C  3.416  1.194  -0.415  -0.399
C  3.181  -0.308  -0.711  -0.240
O  3.606  -0.690  -1.978  -0.194
C  3.648  -2.064  -2.303  -0.093
N  2.689  1.885  -1.474  0.053
H  2.821  2.706  0.967  0.078
H  3.887  1.483  1.634  0.076
H  2.194  1.078  1.499  0.040
H  4.503  1.265  -0.512  0.130
H  2.099  -0.496  -0.632  0.106
H  3.619  -0.968  0.054  0.125
H  2.656  -2.499  -2.132  0.069
H  4.168  -2.619  -1.508  0.082
H  4.142  -2.216  -3.254  0.090
H  1.763  1.810  -1.064  0.034
H  2.714  1.536  -2.419  0.071
C  -0.107  4.278  -0.526  -0.065
C  -0.944  4.426  -1.789  -0.397
C  -0.146  4.763  -3.071  -0.184
O  -0.333  6.096  -3.545  -0.193
C  0.110  7.107  -2.649  -0.108
N  -1.497  3.074  -2.085  0.016
H  -0.818  3.967  0.244  0.078
H  0.519  5.131  -0.276  0.073
H  0.549  3.407  -0.543  0.046
H  -1.787  5.095  -1.597  0.138
H  -0.403  4.090  -3.886  0.114
H  0.919  4.589  -2.874  0.123
H  1.152  7.360  -2.863  0.088
H  0.154  6.852  -1.586  0.068
H  -0.609  7.916  -2.761  0.089
H  -2.331  3.219  -2.641  0.085
H  -1.708  2.709  -1.159  0.050
C  1.507  -0.362  3.766  -0.060
C  0.222  -1.065  4.169  -0.418
C  -1.038  -0.321  3.698  -0.188
O  -2.114  -0.860  4.487  -0.197
C  -3.375  -0.430  4.044  -0.128
N  0.133  -2.446  3.621  0.037
H  1.659  0.672  4.077  0.083
H  1.832  -0.533  2.743  0.056
H  2.255  -0.834  4.417  0.077
H  0.023  -1.184  5.238  0.137
H  -1.298  -0.304  2.638  0.100
H  -0.893  0.729  3.974  0.128
H  -4.196  -0.696  4.709  0.084
H  -3.705  -0.867  3.092  0.082
H  -3.394  0.643  3.831  0.088
H  0.734  -3.046  4.177  0.069
H  -0.823  -2.680  3.878  0.064
C  -0.637  0.180  -0.273  -0.695
O  -0.711  1.154  0.467  0.016
N  -0.587  0.219  -1.623  0.161
N  -0.520  -1.126  0.071  0.156
H  -0.619  1.165  -1.991  0.061
H  -0.418  -0.590  -2.188  0.083
H  -0.116  -1.328  0.975  0.079
H  -0.705  -1.881  -0.569  0.030

Computed properties:
E_LUMO: 0.65 eV
Charge: 0
Orbital gap: 9.27 eV
HOMO level: -8.616 eV
SMILES: COC[C@H](C)N.COC[C@H](C)N.COC[C@H](C)N.COC[C@H](C)N.NC(N)=O
M: 416.6 g mol⁻¹

---

Of them, the most stable is Q and the least stable is P.